[1]
Here is C19H40BeCl10N2O10P2Y as an isolated structure from OMol25. Energies are from the ωB97M-V functional and the def2-TZVPD basis.

Last column: Löwdin spin population.
Geometry (Å):
Be 3.137947 0.897858 -0.758558  0.000
C 3.716858 -5.373896 0.993883  0.000
C 2.734971 -4.611960 0.090201  0.000
C 1.344502 -4.491639 0.660089  0.000
O 0.507296 -3.571319 -0.010357  0.000
C -0.040050 -4.174397 -1.200452  0.000
N 3.316474 -3.235539 -0.253728  0.000
H 4.283792 -3.223958 -0.553440  0.000
H 2.667308 -2.686133 -0.824684  0.000
H 3.292428 -2.613715 0.561701  0.000
H 4.733695 -5.350535 0.606234  0.000
H 3.362568 -6.377084 1.233523  0.000
H 3.720225 -4.979147 2.012294  0.000
H 2.680620 -5.023342 -0.919113  0.000
H 1.484553 -4.119860 1.676437  0.000
H 0.818107 -5.445929 0.711822  0.000
H -0.626023 -5.059635 -0.954023  0.000
H 0.814223 -4.383878 -1.847137  0.000
H -0.649212 -3.463581 -1.755083  0.000
Y 0.574753 -0.876452 0.688706  -0.002
P 0.662493 -0.421430 -1.835277  0.000
O 1.876418 -1.081103 -1.171290  0.000
O 0.695103 0.776666 -0.851789  0.000
O -0.519822 -1.193912 -1.192034  0.000
O 0.838734 -0.227486 -3.317319  0.000
P 3.112313 -0.475279 1.916810  0.000
O 2.157794 0.564999 1.277955  0.002
O 3.584976 -0.165211 3.290692  0.000
O 4.187205 -0.399864 0.754565  0.000
O 2.204700 -1.777572 1.788470  0.000
C -0.123430 2.149346 5.075068  0.001
C -1.121191 2.952158 4.175490  0.023
C -0.797774 4.442826 4.447636  0.002
C -1.465781 5.394994 3.520223  0.000
C -1.253242 4.940062 2.052303  0.004
C -1.679075 3.496298 1.762219  0.025
N -0.929447 2.632735 2.722177  0.399
O -0.741567 1.286785 2.471487  0.499
C -3.217478 3.344273 1.723091  0.020
C -1.222274 3.240611 0.328032  0.000
C -2.532226 2.576319 4.724266  0.019
H 0.830892 2.253053 4.557486  0.000
H -0.332571 1.079709 5.101526  -0.001
H -0.156875 2.476017 6.112906  0.000
H -1.238514 4.727225 5.405399  0.000
H 0.265552 4.681977 4.478341  0.000
H -1.070939 6.387148 3.739398  0.000
H -2.555359 5.419535 3.592963  0.000
H -0.192123 5.072999 1.823348  0.001
H -1.650571 5.567373 1.252413  0.000
H -3.722675 3.433963 2.682298  0.000
H -3.574507 4.172181 1.111784  0.002
H -3.349841 2.348804 1.300531  0.001
H -1.654581 3.793599 -0.505727  0.000
H -0.136879 3.320897 0.248638  0.000
H -1.390679 2.197052 0.053336  -0.001
H -2.911194 1.748914 4.122651  0.001
H -3.196336 3.435387 4.632653  0.001
H -2.561070 2.183616 5.739739  0.002
Cl -2.436381 4.056258 -3.933934  0.000
C -1.559692 2.518940 -3.764902  0.000
C -2.346238 1.459080 -2.966409  0.000
Cl -3.800565 1.084922 -3.929136  0.000
H -0.620674 2.724868 -3.252226  0.000
H -1.348446 2.150456 -4.767080  0.000
H -2.627011 1.896138 -2.010257  0.000
H -1.826111 0.514097 -2.823503  0.000
Cl 4.463069 -1.187804 -2.713490  0.000
C 3.708132 -1.642124 -4.235315  0.000
C 2.646521 -2.774356 -4.000496  0.000
Cl 3.449024 -4.407145 -3.895653  0.000
H 4.434553 -1.997810 -4.963927  0.000
H 3.145826 -0.821195 -4.678131  0.000
H 2.080371 -2.748886 -4.928857  0.000
H 2.035133 -2.640189 -3.112727  0.000
C -3.467669 -1.530481 -0.936595  0.000
Cl -5.149876 -1.345946 -1.388265  0.000
Cl -3.365729 -2.999598 0.123978  0.000
Cl -3.039450 -0.066289 -0.093747  0.001
H -2.837489 -1.620938 -1.817072  0.000
C -1.646401 -1.727258 -4.971982  0.000
Cl -3.137438 -2.460658 -4.325000  0.000
Cl -2.109411 -0.570483 -6.188326  0.000
Cl -0.454391 -2.865175 -5.551431  0.000
H -1.182824 -1.189952 -4.146306  0.000

Forces on atoms 1 to 6 (eV/Å):
-2.48 -4.47 4.11
-0.83 0.24 0.55
1.32 0.18 -1.39
-0.05 0.60 1.18
-0.35 0.22 -0.14
0.50 0.61 -0.31

Summary:
Frontier orbital gap (alpha / beta), eV: 5.8 / 5.8
⟨S²⟩: 0.755
Net charge: 0
E_LUMO (alpha / beta), Ha: -0.1107 / -0.1107
HOMO energy (alpha / beta), eV: -8.83 / -8.83
Spin multiplicity: 2

[2]
Here is a 3-piece molecular cluster, C19H40FNO11P2S4 overall from OMol25. Energies are from the ωB97M-V functional and the def2-TZVPD basis.

Last column: Mulliken charge in e.
Geometry (Å):
C 3.983656 -0.478025 3.543991  -0.865
C 2.481455 0.159358 3.611793  -0.831
C 1.422663 -0.615112 2.699241  0.459
F 0.158864 -0.444180 3.418673  -0.361
C 1.334155 -0.184293 1.150496  0.665
P 2.923895 0.536450 0.444137  0.830
O 3.428663 1.804631 1.184538  -0.695
O 4.251413 -0.520182 0.396270  -0.620
O 2.793000 1.163743 -1.155298  -0.539
C 0.655723 -1.361624 0.227720  -0.041
C 0.650952 -1.036163 -1.336172  -1.206
N 1.876209 -1.526383 -2.081365  -0.186
C 1.397208 -2.467594 -3.181348  -0.976
P 1.701266 -2.980106 0.367403  0.359
S 1.016233 -4.210833 1.760951  -0.338
C -0.892341 -1.647999 0.656526  -0.386
C -1.554155 -2.911828 -0.084528  -0.281
C -2.226417 -3.996552 0.877872  0.138
O -2.703419 -5.019709 0.319407  -0.582
O -2.375695 -3.904370 2.278433  -0.483
C -1.869650 -0.394181 0.662684  0.423
C -2.494208 0.069730 -0.746046  -0.219
C -2.886915 1.630774 -0.846985  -1.186
C -3.172946 -0.903208 1.538811  -0.630
C -4.098177 0.284754 2.056675  -0.461
O -5.237021 -0.036123 2.517620  -0.569
O -1.457634 0.795695 1.375084  -0.492
S 0.109217 1.263075 1.152358  1.536
O 0.188622 2.098585 -0.094350  -0.704
O 0.430119 2.220478 2.288743  -0.710
H 4.714438 0.293696 3.119946  0.190
H 4.345932 -0.794117 4.579832  0.363
H 3.986664 -1.396052 2.857817  0.206
H 2.475416 1.291303 3.515125  0.284
H 2.149792 -0.049422 4.700679  0.480
H 1.679288 -1.726079 2.862612  0.167
H 4.207884 -0.992811 -0.476437  0.400
H 2.569194 2.128723 -1.091002  0.330
H 0.560265 0.089142 -1.589519  0.259
H -0.233840 -1.495676 -1.922599  0.574
H 2.280691 -0.754347 -2.650497  0.371
H 0.718761 -1.856520 -3.865022  0.334
H 2.337218 -2.807009 -3.753719  0.316
H 0.849634 -3.367059 -2.740280  0.330
H 3.061105 -2.729915 0.717105  0.147
H 1.672567 -3.763283 -0.825465  0.173
H -0.796839 -1.999491 1.756197  0.366
H -0.811942 -3.505344 -0.741349  0.076
H -2.391324 -2.621485 -0.827879  0.427
H -1.518643 -3.756785 2.738531  0.381
H -1.884000 -0.171278 -1.673474  0.085
H -3.492623 -0.499021 -0.880316  0.516
H -3.283241 2.082705 0.117500  0.108
H -3.767949 1.672753 -1.594391  0.433
H -2.067173 2.273778 -1.342813  0.298
H -2.711214 -1.379268 2.486430  0.474
H -3.778481 -1.688843 0.980226  0.384
H -3.833939 1.390831 2.109968  0.457
C 5.941646 2.697417 -1.972457  -0.742
S 6.101183 2.971230 -3.749220  0.475
O 5.076639 2.119078 -4.427259  -0.602
C 7.696413 2.144860 -3.927175  -0.906
H 4.984787 3.105070 -1.645311  0.182
H 5.972386 1.628446 -1.754942  0.187
H 6.749882 3.210947 -1.448849  0.459
H 7.620008 1.109595 -3.589576  0.288
H 8.449738 2.676142 -3.342816  0.341
H 7.978653 2.162326 -4.980914  0.324
C -7.149115 3.479201 -0.986793  -1.061
S -6.335886 2.232069 0.034250  0.687
O -6.028306 1.062096 -0.845736  -0.600
C -7.790747 1.805093 1.011602  -1.019
H -6.424512 3.860457 -1.707596  0.316
H -7.990699 3.034150 -1.520338  0.324
H -7.495210 4.299133 -0.355091  0.376
H -8.593075 1.462431 0.355497  0.337
H -8.116878 2.677702 1.580467  0.368
H -7.519278 1.004623 1.701714  0.288

Forces on atoms 1 to 6 (eV/Å):
-0.30 0.43 -0.49
0.53 -0.42 1.36
1.23 0.04 2.50
1.31 -0.33 -1.93
-2.15 -1.64 -0.12
4.67 6.46 -0.06

Summary:
Frontier orbital gap, eV: 8.5
Net charge: 0
E_LUMO, Ha: -0.0236
HOMO energy, eV: -9.15

[3]
Here is a 5-piece molecular cluster, C19H40NO11S overall from OMol25. Energies are from the ωB97M-V functional and the def2-TZVPD basis.

Last column: Mulliken charge in e.
Geometry (Å):
N 2.761947 -5.148563 3.142569  -0.741
C 2.656861 -3.963599 2.159396  -0.044
C 1.774499 -2.728697 2.778256  -0.766
C 0.239417 -2.616490 2.215649  0.001
S -0.826970 -4.135139 2.523436  1.151
O -1.355398 -4.191770 4.009574  -0.699
O -2.096845 -3.953331 1.604501  -0.771
O -0.104932 -5.615416 2.079446  -0.698
H 2.498485 -6.046998 2.639196  0.324
H 2.047160 -4.948270 3.892165  0.285
H 3.764169 -3.588251 1.985067  0.271
H 2.255298 -4.303933 1.095955  0.094
H 1.847227 -2.742587 3.966285  0.299
H 2.330300 -1.723496 2.453143  0.158
H 0.164388 -2.266533 1.077844  0.157
H -0.274049 -1.731285 2.830653  0.089
O -3.050723 1.817420 3.442835  -0.607
C -3.610791 0.888080 2.867545  0.833
O -2.885247 -0.103517 2.303364  -0.265
C -3.438651 -1.321797 1.770862  0.503
C -3.903116 -1.125702 0.341011  -1.045
C -5.103674 0.878320 2.698892  -1.126
H -4.226440 -1.713680 2.421189  0.288
H -2.630284 -2.060867 1.786046  -0.487
H -4.702178 -0.382938 0.275191  0.337
H -4.270339 -2.067016 -0.077972  0.353
H -3.079926 -0.759710 -0.281198  0.268
H -5.370232 1.492880 1.835576  0.264
H -5.555374 1.305415 3.599349  0.313
H -5.528858 -0.115396 2.586608  0.366
O 1.809754 0.696919 3.608075  -0.543
C 1.375224 1.729195 4.111959  0.672
O 2.133035 2.848560 4.138836  -0.387
C 1.658357 4.149322 4.534716  -0.384
C 1.724294 4.314434 6.040387  -0.927
C 0.033699 1.747173 4.788144  -0.549
H 0.659970 4.343663 4.131523  0.350
H 2.327682 4.878477 4.065408  0.297
H 1.081041 3.594863 6.553199  0.269
H 1.416544 5.322803 6.331856  0.341
H 2.743519 4.138751 6.399626  0.291
H 0.141540 1.367636 5.807150  0.258
H -0.643102 1.093816 4.229280  -0.026
H -0.436798 2.726473 4.809728  0.305
O 0.762028 -3.486793 -0.606156  -0.507
C 0.759514 -3.017531 -1.741099  0.688
O 1.812546 -2.294661 -2.184449  -0.365
C 1.991941 -1.859407 -3.545475  -0.663
C 1.253998 -0.559640 -3.799836  -0.569
C -0.446087 -3.157766 -2.626593  -0.946
H 1.714182 -2.648199 -4.251002  0.375
H 3.066456 -1.692223 -3.677305  0.342
H 0.175626 -0.675451 -3.664806  0.251
H 1.439023 -0.203604 -4.817420  0.129
H 1.579937 0.209462 -3.092035  0.307
H -1.170836 -2.381312 -2.369867  0.162
H -0.892162 -4.140975 -2.448879  0.331
H -0.221408 -3.112543 -3.688824  0.368
O -0.261060 0.927975 -6.401381  -0.556
C 0.355475 1.975120 -6.579368  0.860
O 0.536313 2.843957 -5.559369  -0.346
C 1.392519 4.000777 -5.611301  -0.397
C 0.666990 5.184265 -6.220906  -0.954
C 0.841768 2.355793 -7.948983  -1.108
H 2.332540 3.772298 -6.122446  0.334
H 1.655010 4.237676 -4.574532  0.332
H 0.371483 4.986912 -7.254472  0.270
H 1.301617 6.075059 -6.206562  0.351
H -0.251998 5.396578 -5.664921  0.302
H 0.021215 2.815864 -8.504932  0.270
H 1.163078 1.446575 -8.466039  0.295
H 1.699807 3.022576 -7.943361  0.369

Forces on atoms 1 to 6 (eV/Å):
-1.06 0.58 -0.78
0.48 -0.06 -0.45
0.85 0.46 -0.64
0.52 1.89 0.67
-3.83 -5.65 -0.26
2.62 0.82 -4.10

Summary:
Frontier orbital gap, eV: 6.2
Net charge: -1
E_LUMO, Ha: 0.0629
HOMO energy, eV: -4.45

[4]
Here is C19H40OP2V as an isolated structure from OMol25. Energies are from the ωB97M-V functional and the def2-TZVPD basis.

Last column: Löwdin spin population.
Geometry (Å):
P 1.535752 3.663486 -1.421442  0.036
P 2.961684 1.750938 -4.171452  0.000
C 2.948430 4.098204 -2.620569  0.012
C 2.941722 3.538794 -4.053591  0.001
H 3.873483 3.791711 -2.109458  -0.001
H 2.984276 5.202614 -2.701230  0.000
H 2.101666 3.923750 -4.656187  0.000
H 3.861134 3.847492 -4.578108  0.000
C 4.633851 1.195062 -4.515120  0.000
H 4.786853 0.163127 -4.169758  0.000
H 5.361760 1.863854 -4.046526  0.000
H 4.763535 1.224851 -5.605484  0.000
C 2.056190 1.273446 -5.647672  0.000
H 2.803851 1.117463 -6.441588  0.000
H 1.393006 2.089314 -5.975172  0.000
H 1.492365 0.338335 -5.523425  0.000
C 2.350792 4.534141 0.055139  0.080
H 1.955774 4.257181 1.079268  0.052
H 2.190832 5.608739 -0.086209  0.006
H 3.436558 4.355903 0.014077  0.010
C 0.307952 4.838290 -2.119100  0.009
H -0.047023 4.514225 -3.106771  0.000
H 0.761536 5.829975 -2.239076  0.000
H -0.554162 4.924988 -1.451569  0.000
V 1.051766 2.787315 0.748239  2.753
C -0.627253 -0.863603 -3.439468  0.000
C 0.521453 -1.431757 -3.838339  0.000
C 1.932600 -1.406508 -3.316036  0.000
C 2.344750 -0.413056 -2.232694  -0.001
C 2.416936 1.073647 -2.661770  -0.001
C 1.102762 1.814304 -2.316553  -0.021
C -0.053118 1.688185 -3.263896  -0.004
C -0.962506 0.500382 -2.895371  -0.002
C -0.827435 3.783401 0.839521  0.007
H -1.531274 -1.480341 -3.598996  0.000
H 0.453901 -2.174329 -4.655291  0.000
H 2.597922 -1.276210 -4.193738  0.000
H 2.196158 -2.414776 -2.932938  0.000
H 1.733689 -0.471634 -1.304468  0.000
H 3.363948 -0.722034 -1.915799  -0.001
H 3.184692 1.492800 -1.967005  0.002
H 0.748058 1.425351 -1.332429  0.005
H 0.234411 1.594395 -4.317723  0.000
H -0.666649 2.598785 -3.183905  -0.001
H -1.072989 0.437062 -1.801327  0.000
H -1.964603 0.735512 -3.280531  0.000
H -1.656661 3.203347 0.401468  0.003
H -0.866855 4.829045 0.532157  0.006
H -0.848134 3.709764 1.957090  0.008
C 0.711280 -1.591272 1.186650  0.000
C 0.116954 -0.189761 1.417642  0.007
C -1.316149 -0.221561 0.876603  0.001
C 0.093784 0.033940 2.933354  0.004
O 0.920135 0.791441 0.794224  0.029
H 0.082723 -2.339646 1.698407  0.000
H 1.726621 -1.657305 1.594895  0.000
H 0.744785 -1.845902 0.120350  0.000
H -1.900036 -0.986513 1.407634  0.000
H -1.814361 0.745774 0.996466  0.000
H -1.321466 -0.488296 -0.186384  0.000
H 1.124926 0.016954 3.313262  0.001
H -0.361901 0.992248 3.188280  0.001
H -0.472904 -0.763452 3.442871  0.000

Forces on atoms 1 to 6 (eV/Å):
-0.17 -1.99 0.24
0.00 -0.79 -0.38
0.52 0.12 0.61
-0.05 0.46 -0.02
-0.05 0.16 -0.24
0.00 -0.50 0.14

Summary:
Frontier orbital gap (alpha / beta), eV: 5.2 / 5.0
⟨S²⟩: 3.798
Net charge: 0
E_LUMO (alpha / beta), Ha: 0.0020 / 0.0020
HOMO energy (alpha / beta), eV: -5.18 / -4.94
Spin multiplicity: 4
Relative energy (zero: lowest compared OMol25 entry of this formula, charge and spin), kJ/mol: 257.03

Maximum force
In order: 6.6 8.4 6.8 2.7
Unit: eV/Å